#w
{
  "formula": "C3HNO2",
  "method": "ωB97M-V/def2-TZVPD",
  "species": ["C", "C", "C", "N", "O", "O", "H"],
  "coordinates": [[1.223, -0.096, 0.042], [-1.720, 0.092, 0.022], [1.212, -1.350, 0.288], [-0.825, 0.865, 0.246], [0.536, 1.061, 0.078], [-2.677, -0.555, -0.100], [2.250, -0.017, -0.576]],
  "gap_ev": 8.8,
  "spin_multiplicity": 1,
  "charge": 0
}



#x
{
  "formula": "C3HNO2",
  "method": "ωB97M-V/def2-TZVPD",
  "species": ["N", "C", "C", "O", "C", "O", "H"],
  "coordinates": [[-0.586, -2.031, -1.461], [-0.123, -1.117, -0.926], [0.529, 0.023, -0.256], [1.645, 0.379, -0.532], [-0.294, 0.744, 0.812], [-1.457, 0.503, 0.991], [0.287, 1.500, 1.371]],
  "gap_ev": 9.3,
  "smiles": "N#CC(=O)C=O",
  "spin_multiplicity": 1,
  "charge": 0
}



#y
{
  "formula": "C3HNO2",
  "method": "ωB97M-V/def2-TZVPD",
  "species": ["O", "C", "C", "O", "C", "N", "H"],
  "coordinates": [[-2.405, 1.303, 0.123], [-1.545, 0.944, 0.837], [-0.654, 0.777, 1.737], [0.226, 0.311, 2.417], [1.459, -1.152, -1.729], [1.004, -0.242, -1.154], [1.915, -1.942, -2.232]],
  "gap_ev": [7.5, 7.4],
  "smiles": "O=C=C=O.C#N",
  "spin_multiplicity": 1,
  "charge": 0
}



It is #w that is the least stable of them.



#w
{
  "formula": "C2H7NO4",
  "method": "ωB97M-V/def2-TZVPD",
  "species": ["O", "C", "N", "C", "O", "H", "H", "H", "H", "H", "O", "H", "H", "O"],
  "coordinates": [[0.224, 1.442, 0.804], [1.307, 0.948, 0.385], [1.418, 0.220, -0.753], [2.598, -0.285, -1.275], [3.715, -0.116, -0.718], [2.284, 1.194, 0.796], [0.541, -0.069, -1.129], [2.450, -0.965, -2.124], [-2.516, -0.006, 2.418], [-3.561, -0.985, 2.060], [-2.629, -0.803, 1.882], [-2.479, -0.534, -1.254], [-1.643, -0.034, -0.066], [-1.708, -0.009, -1.026]],
  "gap_ev": [2.6, 6.9],
  "spin_multiplicity": 2,
  "charge": -1
}



#x
{
  "formula": "C2H7NO4",
  "method": "ωB97M-V/def2-TZVPD",
  "species": ["O", "C", "N", "C", "O", "H", "H", "H", "H", "H", "O", "H", "H", "O"],
  "coordinates": [[1.057, -2.868, 1.730], [1.928, -2.223, 1.075], [1.554, -1.452, -0.052], [2.145, -1.417, -1.300], [3.191, -2.017, -1.573], [2.972, -2.564, 1.089], [0.553, -1.335, -0.077], [1.613, -0.746, -2.001], [-2.040, 3.436, 0.681], [-0.553, 3.159, 1.062], [-1.420, 3.400, 1.389], [-3.981, 1.258, 0.006], [-3.626, 1.572, -1.466], [-3.391, 1.798, -0.563]],
  "gap_ev": [2.4, 6.6],
  "spin_multiplicity": 2,
  "charge": -1
}



It is #x that is the least stable of them.



#w
{
  "formula": "C18H21NO2",
  "method": "ωB97M-V/def2-TZVPD",
  "species": ["O", "C", "C", "C", "C", "O", "C", "C", "C", "C", "C", "C", "N", "C", "C", "C", "C", "C", "C", "C", "C", "H", "H", "H", "H", "H", "H", "H", "H", "H", "H", "H", "H", "H", "H", "H", "H", "H", "H", "H", "H", "H"],
  "coordinates": [[1.313, -1.754, -1.954], [0.834, -0.644, -2.044], [1.657, 0.596, -2.377], [1.612, 1.659, -1.276], [2.206, 1.142, 0.031], [1.420, 0.061, 0.487], [1.974, -0.797, 1.396], [3.044, -0.473, 2.221], [3.516, -1.402, 3.134], [2.934, -2.651, 3.236], [1.869, -2.975, 2.409], [1.391, -2.059, 1.495], [-0.492, -0.398, -1.948], [-1.454, -1.380, -1.516], [-2.050, -1.020, -0.145], [-2.704, 0.330, -0.199], [-2.026, 1.454, 0.261], [-2.595, 2.711, 0.159], [-3.851, 2.861, -0.404], [-4.536, 1.747, -0.860], [-3.965, 0.491, -0.760], [1.278, 1.022, -3.309], [2.687, 0.274, -2.537], [2.187, 2.532, -1.591], [0.584, 1.978, -1.095], [2.214, 1.949, 0.779], [3.239, 0.809, -0.138], [3.512, 0.498, 2.167], [4.349, -1.139, 3.770], [3.309, -3.370, 3.948], [1.413, -3.952, 2.471], [0.586, -2.312, 0.825], [-0.818, 0.556, -1.969], [-0.929, -2.337, -1.468], [-2.256, -1.448, -2.260], [-1.251, -1.008, 0.596], [-2.777, -1.786, 0.130], [-1.049, 1.332, 0.708], [-2.059, 3.577, 0.521], [-4.296, 3.842, -0.484], [-5.519, 1.859, -1.295], [-4.504, -0.375, -1.116]],
  "gap_ev": 9.3,
  "smiles": "O=C(CCCOc1ccccc1)NCCc1ccccc1",
  "spin_multiplicity": 1,
  "charge": 0
}



#x
{
  "formula": "C18H21NO2",
  "method": "ωB97M-V/def2-TZVPD",
  "species": ["O", "C", "N", "H", "C", "H", "H", "C", "C", "C", "C", "C", "C", "C", "H", "H", "H", "H", "H", "H", "H", "C", "H", "H", "C", "C", "O", "C", "C", "C", "C", "C", "C", "H", "H", "H", "H", "H", "H", "H", "H", "H"],
  "coordinates": [[1.083, 1.945, -2.661], [1.065, 2.117, -1.455], [0.779, 1.020, -0.569], [0.915, 1.148, 0.291], [0.488, -0.254, -1.353], [0.553, -0.317, -2.310], [-0.200, -0.695, -0.788], [1.509, -1.435, -0.840], [1.174, -2.818, -1.378], [1.615, -3.068, -2.627], [1.191, -4.520, -3.006], [0.415, -5.380, -2.391], [0.128, -4.763, -1.239], [0.498, -3.690, -0.463], [0.124, -3.379, 0.368], [-0.285, -5.620, -0.449], [0.343, -6.087, -2.817], [1.644, -4.633, -4.140], [2.053, -2.409, -3.123], [1.788, -1.505, 0.389], [2.512, -1.118, -1.266], [1.555, 3.122, -0.704], [2.115, 3.786, -1.309], [2.057, 2.974, 0.256], [-0.114, 4.020, -0.560], [-0.964, 3.373, 0.222], [-0.293, 2.870, 1.224], [-1.249, 1.855, 2.210], [-0.369, 1.290, 3.192], [-1.113, 0.514, 4.048], [-2.602, 0.097, 3.814], [-3.225, 0.710, 2.569], [-2.475, 1.599, 1.889], [-2.941, 2.083, 0.885], [-4.127, 0.488, 2.397], [-3.110, -0.617, 4.581], [-0.834, 0.056, 4.797], [0.746, 1.578, 3.544], [-1.298, 2.481, -0.457], [-1.704, 3.813, 0.505], [0.580, 5.087, 0.120], [-0.030, 4.283, -1.396]],
  "gap_ev": 9.1,
  "spin_multiplicity": 1,
  "charge": 0
}



It is #x that is the least stable of them.



#w
{
  "formula": "C5H35N2O12",
  "method": "ωB97M-V/def2-TZVPD",
  "species": ["N", "C", "C", "N", "C", "C", "C", "O", "H", "H", "H", "H", "H", "H", "H", "H", "H", "H", "H", "H", "H", "H", "H", "O", "H", "H", "O", "H", "H", "O", "H", "H", "O", "H", "H", "O", "H", "H", "O", "H", "H", "O", "H", "H", "O", "H", "H", "O", "H", "H", "O", "H", "H", "O"],
  "coordinates": [[-0.099, -0.487, 1.246], [-0.214, -0.494, -0.224], [-1.074, 0.612, -0.734], [-0.384, 1.950, -0.707], [-1.368, 2.979, -1.128], [0.721, 2.011, -1.676], [1.689, 3.024, -1.130], [2.215, 2.936, -0.045], [0.537, 0.170, 1.721], [0.273, -1.336, 1.700], [-1.038, -0.346, 1.644], [0.785, -0.585, -0.631], [-0.655, -1.443, -0.467], [-1.437, 0.507, -1.763], [-1.983, 0.807, -0.171], [-2.334, 2.811, -0.653], [-1.514, 2.981, -2.209], [-1.002, 3.920, -0.713], [0.418, 2.125, -2.717], [1.266, 1.071, -1.623], [1.903, 3.953, -1.691], [0.024, -3.582, 1.385], [-0.749, -3.431, 2.755], [-0.006, -3.116, 2.239], [-2.305, -2.756, -0.599], [-2.524, -4.008, 0.112], [-2.419, -3.066, 0.304], [0.007, 3.197, 1.334], [-0.808, 4.340, 2.016], [-0.293, 3.547, 2.183], [1.854, 2.042, 3.238], [2.202, 2.006, 1.706], [1.791, 1.521, 2.435], [3.649, 0.204, 0.726], [3.607, 0.761, -0.667], [3.685, -0.080, -0.199], [1.354, -2.535, -2.258], [0.468, -2.039, -3.385], [0.484, -2.140, -2.428], [-3.267, -0.171, 2.234], [-3.692, -1.356, 1.325], [-2.998, -0.710, 1.482], [2.977, -1.782, -0.103], [3.570, -2.982, -0.748], [2.725, -2.515, -0.699], [1.421, -3.506, -0.058], [1.066, -4.977, 0.196], [0.656, -4.123, 0.018], [-0.688, 1.810, 2.883], [-1.720, 1.568, 3.944], [-1.286, 1.114, 3.213], [-2.457, 0.122, -4.598], [-1.214, -0.612, -4.143], [-1.819, 0.087, -3.875]],
  "gap_ev": 10.0,
  "spin_multiplicity": 1,
  "charge": 1
}



#x
{
  "formula": "C5H35N2O12",
  "method": "ωB97M-V/def2-TZVPD",
  "species": ["O", "C", "N", "C", "C", "N", "C", "C", "H", "H", "H", "H", "H", "H", "H", "H", "H", "H", "H", "H", "H", "H", "H", "O", "H", "H", "O", "H", "H", "O", "H", "H", "O", "H", "H", "O", "H", "H", "O", "H", "H", "O", "H", "H", "O", "H", "H", "O", "H", "H", "O", "H", "H", "O"],
  "coordinates": [[-0.912, 1.406, 2.248], [-0.918, 0.195, 2.065], [-2.008, -0.558, 2.280], [-2.029, -1.963, 2.011], [0.328, -0.462, 1.480], [1.592, 0.377, 1.886], [2.720, -0.535, 1.952], [0.375, -0.556, -0.015], [-2.741, -0.133, 2.815], [-2.853, -2.313, 1.358], [-2.155, -2.541, 2.956], [-1.154, -2.446, 1.591], [0.548, -1.375, 2.047], [1.348, 0.719, 2.821], [1.840, 1.177, 1.264], [2.937, -0.957, 0.954], [2.655, -1.411, 2.609], [3.581, 0.056, 2.305], [0.040, 0.373, -0.484], [1.251, -0.979, -0.485], [-0.404, -1.204, -0.415], [1.365, -3.756, -0.475], [0.114, -3.042, -0.995], [0.665, -3.144, -0.213], [1.318, -0.796, 5.246], [0.768, -2.111, 4.779], [0.831, -1.185, 4.510], [1.978, 4.226, -2.698], [0.865, 3.501, -2.041], [1.748, 3.338, -2.398], [4.015, 1.602, -2.609], [2.568, 1.522, -2.248], [3.436, 1.191, -1.956], [-4.182, -2.581, -0.844], [-3.720, -4.136, -0.497], [-3.778, -3.219, -0.245], [-0.296, 3.047, 0.356], [-0.857, 4.468, 0.592], [-0.652, 3.824, -0.092], [-3.409, 1.108, -1.697], [-2.615, -0.109, -1.279], [-3.239, 0.176, -1.958], [0.412, -2.672, -4.315], [-0.510, -3.273, -3.149], [0.205, -2.673, -3.380], [-2.785, 3.363, -2.229], [-1.463, 2.959, -1.494], [-2.181, 2.633, -2.063], [-1.414, 1.293, -3.110], [-1.411, -0.143, -3.282], [-0.916, 0.619, -3.615], [2.980, 1.892, -0.565], [3.480, 2.825, 0.455], [2.640, 2.381, 0.269]],
  "gap_ev": 10.2,
  "spin_multiplicity": 1,
  "charge": 1
}



It is #x that is the least stable of them.